Computed, not measured: one molecule with the formula C5H11NO in a non-equilibrium geometry, with ωB97M-V/def2-TZVPD.

Geometry as XYZ:
```
18
C5H11NO, DFT ωB97M-V/def2-TZVPD
C -2.423 -0.356 0.648
C -1.383 -0.370 -0.421
N -0.120 0.339 -0.107
C -0.124 1.755 -0.385
C 1.043 -0.390 -0.062
C 2.250 0.264 0.624
O 1.039 -1.568 -0.410
H -2.070 -0.743 1.582
H -2.759 0.793 1.023
H -3.364 -0.843 0.318
H -1.288 -1.474 -0.829
H -1.752 -0.059 -1.287
H 0.184 1.994 -1.293
H -1.069 2.186 -0.139
H 0.681 2.060 0.098
H 1.983 0.777 1.547
H 2.855 0.823 -0.162
H 2.950 -0.763 0.741
```

Properties
HOMO energy	-9.2	eV
E_tot	-8898.9844	eV
energy above the lowest of the compared OMol25 structures with the same formula, charge and spin	62.6	kcal/mol
2S+1	1
LUMO level	0.85	eV
charge	0
HOMO-LUMO gap	10.0	eV

Computed, not measured: C35H39F3NOP2Se2Tl as an isolated structure, with ωB97M-V/def2-TZVPD.

Geometry as XYZ:
```
84
C35H39F3NOP2Se2Tl, DFT ωB97M-V/def2-TZVPD
Tl -0.097 0.145 -0.049
C -1.498 2.443 2.516
Se 0.074 2.485 1.377
C -0.519 3.810 0.071
C -1.814 3.495 -0.656
Se -1.593 2.016 -1.912
C -3.392 1.288 -1.828
H -1.677 3.453 2.876
H -1.270 1.791 3.356
H -2.362 2.053 1.986
H 0.324 3.916 -0.612
H -0.611 4.736 0.638
H -2.123 4.375 -1.219
H -2.618 3.237 0.031
H -4.085 1.969 -2.314
H -3.681 1.119 -0.794
H -3.371 0.342 -2.365
C 1.394 -3.299 4.861
C 1.261 -1.915 4.820
C 0.382 -1.335 3.922
C -0.390 -2.128 3.069
C -0.251 -3.512 3.115
C 0.640 -4.093 4.008
P -1.482 -1.273 1.900
C -2.964 -0.781 2.820
C -3.001 -0.754 4.210
C -4.136 -0.287 4.863
C -5.231 0.152 4.136
C -5.200 0.121 2.745
C -4.071 -0.340 2.091
C -2.065 -2.498 0.694
C -2.980 -3.436 1.109
C -3.452 -4.442 0.247
C -3.000 -4.491 -1.038
C -2.083 -3.529 -1.527
C -1.657 -3.581 -2.877
C -0.808 -2.644 -3.387
C -0.352 -1.600 -2.554
C -0.722 -1.539 -1.238
C -1.602 -2.502 -0.667
H 2.083 -3.756 5.559
H 1.845 -1.294 5.487
H 0.295 -0.253 3.882
H -0.826 -4.143 2.450
H 0.740 -5.169 4.042
H -2.158 -1.108 4.789
H -4.165 -0.279 5.944
H -6.114 0.508 4.648
H -6.062 0.444 2.176
H -4.061 -0.392 1.006
H -3.351 -3.405 2.127
H -4.166 -5.169 0.610
H -3.347 -5.264 -1.714
H -2.031 -4.380 -3.505
H -0.497 -2.687 -4.422
H 0.286 -0.832 -2.978
F 4.933 -3.953 3.244
C 5.103 -2.632 3.173
F 6.274 -2.391 2.572
F 5.172 -2.150 4.419
C 3.976 -1.965 2.413
C 3.851 -0.583 2.462
C 2.805 0.002 1.778
N 1.919 -0.711 1.077
C 2.057 -2.036 1.022
C 3.075 -2.709 1.675
H 4.540 0.021 3.036
H 2.655 1.075 1.799
H 1.320 -2.578 0.439
H 3.147 -3.786 1.619
C 2.549 1.833 -3.690
P 2.879 1.279 -2.019
C 3.522 -0.392 -2.133
C 4.199 2.307 -1.378
O 1.637 1.362 -1.148
H 3.457 1.793 -4.292
H 2.183 2.859 -3.666
H 1.791 1.199 -4.150
H 4.365 -0.430 -2.823
H 2.739 -1.061 -2.493
H 3.856 -0.730 -1.151
H 5.073 2.253 -2.028
H 4.481 1.969 -0.380
H 3.863 3.342 -1.322
```

Properties
HOMO energy	-13.1	eV
E_tot	-202570.8807	eV
energy above the lowest of the compared OMol25 structures with the same formula, charge and spin	0.0	kcal/mol
2S+1	1
LUMO level	-5.35	eV
charge	+2
HOMO-LUMO gap	7.8	eV

Computed, not measured: a 17-piece molecular cluster, C25H76ClF2N2O18 overall in a non-equilibrium geometry, with ωB97M-V/def2-TZVPD.

Geometry as XYZ:
```
124
C25H76ClF2N2O18, DFT ωB97M-V/def2-TZVPD
C 1.825 -1.622 -3.163
C 1.818 -0.989 -2.159
N 1.777 -0.333 -0.916
C 2.696 0.934 -1.057
O 3.663 0.828 -1.701
N 2.275 2.083 -0.360
C 2.485 2.068 1.030
O 1.646 1.962 1.861
F 3.766 2.207 1.328
C 2.330 -1.191 0.235
C 2.706 -2.581 -0.126
F 3.398 -0.476 0.740
C 0.295 0.005 -0.617
Cl -0.303 1.003 -1.937
C -0.548 -1.246 -0.503
C -1.959 -0.852 0.012
H 1.715 -2.166 -4.070
H 1.327 2.376 -0.583
H 1.593 -1.215 1.033
H 3.500 -2.632 -0.863
H 3.098 -3.015 0.789
H 1.851 -3.181 -0.409
H 0.242 0.557 0.314
H -0.123 -1.907 0.245
H -0.639 -1.730 -1.466
H -2.186 -1.487 0.854
H -2.690 -0.950 -0.781
H -1.976 0.185 0.336
C -1.281 3.722 0.463
O -1.589 2.882 1.569
H -2.200 4.219 0.166
H -0.541 4.482 0.732
H -0.924 3.132 -0.393
H -0.783 2.450 1.863
C -4.061 3.046 -2.660
O -3.192 2.111 -3.316
H -4.886 3.264 -3.328
H -4.457 2.619 -1.737
H -3.524 3.972 -2.438
H -2.470 1.886 -2.728
C 1.351 -4.872 2.822
O 1.193 -3.464 2.592
H 0.747 -5.388 2.081
H 2.394 -5.174 2.705
H 1.009 -5.143 3.820
H 1.717 -3.009 3.258
C -2.160 -0.038 3.767
O -1.411 -1.059 3.093
H -3.070 0.131 3.198
H -2.429 -0.364 4.773
H -1.594 0.892 3.829
H -0.612 -1.219 3.607
C -1.792 -3.442 5.515
O -0.896 -2.513 6.131
H -1.406 -4.446 5.676
H -2.788 -3.375 5.959
H -1.856 -3.255 4.441
H -1.235 -1.625 5.990
C -1.925 -0.521 -5.519
O -2.561 -0.508 -4.236
H -1.520 -1.514 -5.694
H -2.652 -0.294 -6.301
H -1.110 0.204 -5.567
H -2.888 0.394 -4.111
C 1.207 0.381 6.565
O -0.200 0.156 6.605
H 1.483 0.533 5.523
H 1.480 1.272 7.134
H 1.753 -0.480 6.956
H -0.446 0.025 7.525
C 0.118 -1.228 -8.479
O 0.776 -0.764 -7.293
H -0.630 -1.952 -8.171
H -0.384 -0.408 -8.994
H 0.825 -1.710 -9.157
H 1.436 -0.118 -7.558
C 6.666 3.630 2.711
O 5.718 3.757 3.770
H 7.429 4.388 2.858
H 7.141 2.646 2.723
H 6.191 3.791 1.739
H 5.045 3.084 3.643
C 1.872 -4.123 6.545
O 2.609 -5.105 5.802
H 0.951 -3.927 6.013
H 1.633 -4.487 7.546
H 2.441 -3.193 6.621
H 3.431 -5.260 6.277
C -4.051 0.907 -9.326
O -3.484 -0.278 -8.768
H -3.293 1.362 -9.958
H -4.927 0.678 -9.936
H -4.332 1.617 -8.544
H -4.154 -0.685 -8.212
C 7.359 6.001 5.570
O 8.364 6.906 6.020
H 7.711 4.991 5.757
H 6.421 6.153 6.109
H 7.180 6.119 4.498
H 8.056 7.799 5.854
C 2.730 -5.245 -2.677
O 1.589 -4.942 -1.871
H 3.515 -4.541 -2.413
H 3.089 -6.257 -2.487
H 2.503 -5.138 -3.740
H 0.895 -5.565 -2.104
C -7.355 5.292 -3.985
O -7.072 3.990 -3.460
H -6.449 5.670 -4.449
H -8.144 5.248 -4.737
H -7.656 5.975 -3.188
H -7.876 3.661 -3.054
C 2.897 -9.086 5.699
O 3.802 -8.176 6.315
H 3.303 -10.085 5.835
H 1.910 -9.040 6.165
H 2.801 -8.887 4.628
H 3.449 -7.291 6.198
C -7.432 7.752 -7.149
O -8.254 7.807 -5.986
H -7.182 6.708 -7.319
H -7.959 8.134 -8.026
H -6.508 8.318 -7.010
H -8.481 8.727 -5.830
```

Properties
HOMO energy	-11.4	eV
E_tot	-84933.6672	eV
2S+1	1
LUMO level	-3.48	eV
charge	+1
HOMO-LUMO gap	7.9	eV

Computed, not measured: one molecule with the formula C3HF6NO3S in a non-equilibrium geometry, with ωB97M-V/def2-TZVPD.

Geometry as XYZ:
```
15
C3HF6NO3S, DFT ωB97M-V/def2-TZVPD
O -1.128 -0.917 -1.983
S -0.993 -0.263 -0.723
N -2.127 0.164 0.206
O -3.096 -0.784 0.693
O -0.158 1.136 -0.878
C 0.951 1.372 -0.153
F 0.711 1.916 1.101
F 1.713 2.319 -0.671
C 1.702 0.035 0.100
F 2.571 -0.369 -0.875
F 2.506 0.190 1.145
C 0.534 -0.991 0.279
F 0.880 -2.184 -0.023
F -0.083 -1.016 1.475
H -3.984 -0.608 0.306
```

Properties
HOMO energy	-10.6	eV
E_tot	-37894.6641	eV
energy above the lowest of the compared OMol25 structures with the same formula, charge and spin	23.1	kcal/mol
2S+1	1
LUMO level	-0.01	eV
charge	0
HOMO-LUMO gap	10.6	eV

Computed, not measured: a 5-piece molecular cluster, C14H40N2O8 overall in a non-equilibrium geometry, with ωB97M-V/def2-TZVPD.

Geometry as XYZ:
```
64
C14H40N2O8, DFT ωB97M-V/def2-TZVPD
C 3.425 -0.927 -1.952
O 3.493 -0.403 -0.636
C 3.408 -1.411 0.350
C 3.437 -0.789 1.724
C 4.688 0.058 1.920
N 3.376 -1.910 2.691
H 3.922 -0.236 -2.623
H 2.403 -1.185 -2.243
H 3.978 -1.880 -1.983
H 2.554 -2.084 0.199
H 4.303 -2.050 0.260
H 2.593 -0.099 1.860
H 5.589 -0.455 1.576
H 4.801 0.477 2.917
H 4.606 0.914 1.239
H 2.414 -2.024 2.998
H 3.842 -1.656 3.557
C 3.864 2.766 -2.460
O 2.668 2.088 -2.806
C 1.493 2.689 -2.316
C 0.450 1.615 -2.083
C -0.906 2.273 -1.881
N 0.777 0.751 -0.935
H 4.083 3.536 -3.204
H 4.672 2.031 -2.463
H 3.844 3.186 -1.451
H 1.682 3.216 -1.367
H 1.127 3.447 -3.023
H 0.398 1.028 -3.007
H -0.813 2.967 -1.031
H -1.666 1.560 -1.546
H -1.295 2.754 -2.773
H 0.716 1.418 -0.165
H 1.754 0.480 -1.057
O -1.334 1.231 3.765
C -1.949 -0.064 3.577
C -2.253 -0.699 4.892
O -3.511 -0.312 5.414
H -1.768 1.877 3.202
H -2.820 -0.027 2.919
H -1.193 -0.616 3.004
H -1.476 -0.384 5.601
H -2.170 -1.782 4.813
H -3.420 0.585 5.747
O -0.036 -1.974 -2.019
C -1.343 -2.421 -1.630
C -1.543 -2.188 -0.166
O -1.794 -0.802 0.107
H 0.203 -1.330 -1.336
H -2.105 -1.806 -2.121
H -1.450 -3.474 -1.880
H -0.666 -2.494 0.414
H -2.395 -2.772 0.189
H -0.961 -0.370 0.327
O -5.236 -0.312 -3.091
C -5.821 0.132 -1.884
C -4.882 0.059 -0.708
O -4.566 -1.310 -0.517
H -4.957 -1.219 -2.928
H -6.149 1.164 -1.987
H -6.657 -0.524 -1.614
H -5.460 0.451 0.147
H -3.966 0.652 -0.779
H -4.004 -1.417 0.255
```

Properties
HOMO energy	-9.7	eV
E_tot	-34524.2607	eV
energy above the lowest of the compared OMol25 structures with the same formula, charge and spin	11.6	kcal/mol
2S+1	1
LUMO level	0.30	eV
charge	0
HOMO-LUMO gap	10.0	eV

Computed, not measured: one molecule with the formula C4H2Cl2N2O in a non-equilibrium geometry, with ωB97M-V/def2-TZVPD.

Geometry as XYZ:
```
11
C4H2Cl2N2O, DFT ωB97M-V/def2-TZVPD
C 0.994 0.405 -1.109
C 1.555 0.705 0.301
C -1.106 -0.601 0.915
C -1.011 0.561 0.045
N -0.257 0.491 -1.110
N 0.798 0.961 1.237
O -0.559 -1.627 0.678
Cl 3.261 0.737 0.301
Cl -1.952 1.889 0.232
H 1.690 0.197 -1.913
H -1.799 -0.303 1.893
```

Properties
HOMO energy (spin up / spin down)	-9.5 / -9.5	eV
E_tot	-34249.3068	eV
energy above the lowest of the compared OMol25 structures with the same formula, charge and spin	56.7	kcal/mol
2S+1	1
LUMO level (spin up / spin down)	-1.27 / -1.27	eV
charge	0
HOMO-LUMO gap (spin up / spin down)	8.2 / 8.2	eV

Computed, not measured: a 6-piece molecular cluster, C24H48O10 overall in a non-equilibrium geometry, with ωB97M-V/def2-TZVPD.

Geometry as XYZ:
```
82
C24H48O10, DFT ωB97M-V/def2-TZVPD
C -2.593 4.013 2.838
C -1.188 4.127 2.234
O -0.169 3.616 3.056
C -0.047 2.314 3.198
O -0.746 1.475 2.670
O 0.975 2.037 3.990
C 1.337 0.672 4.077
H -2.896 2.972 2.921
H -3.290 4.633 2.280
H -2.560 4.429 3.851
H -0.990 5.184 2.066
H -1.222 3.627 1.262
H 1.610 0.255 3.112
H 0.567 0.049 4.528
H 2.210 0.597 4.720
C 1.299 1.235 -4.588
C -0.173 0.829 -4.525
O -0.912 1.505 -5.525
C -2.232 1.284 -5.627
O -2.880 0.519 -4.952
O -2.695 2.042 -6.609
C -4.118 2.062 -6.821
H 1.613 1.491 -3.570
H 1.516 2.121 -5.182
H 1.985 0.443 -4.887
H -0.576 1.121 -3.553
H -0.234 -0.255 -4.638
H -4.243 2.824 -7.583
H -4.636 2.235 -5.885
H -4.415 1.108 -7.256
C -5.347 1.150 1.415
C -4.568 0.489 0.314
C -3.609 1.580 -0.063
O -4.417 2.762 -0.049
C -5.489 2.591 0.888
H -4.774 1.155 2.345
H -6.319 0.695 1.604
H -5.210 0.256 -0.541
H -4.077 -0.440 0.614
H -3.040 1.463 -0.985
H -2.826 1.667 0.708
H -6.433 2.672 0.345
H -5.451 3.319 1.696
C 5.976 -1.502 -1.403
C 4.499 -1.258 -1.663
C 4.024 -2.713 -1.848
O 4.687 -3.365 -0.781
C 6.017 -2.883 -0.718
H 6.442 -0.731 -0.791
H 6.464 -1.580 -2.377
H 4.243 -0.666 -2.545
H 3.971 -0.855 -0.799
H 4.280 -3.173 -2.811
H 2.950 -2.842 -1.705
H 6.737 -3.547 -1.209
H 6.324 -2.823 0.328
C 1.706 -4.126 2.521
C 0.864 -4.527 3.743
C 0.679 -3.166 4.435
O 1.838 -2.401 4.086
C 2.668 -3.162 3.212
H 1.099 -3.627 1.764
H 2.185 -5.017 2.117
H 1.448 -5.167 4.405
H -0.068 -5.018 3.472
H 0.650 -3.273 5.521
H -0.193 -2.647 4.029
H 3.388 -3.827 3.707
H 3.211 -2.456 2.585
C -0.116 0.615 -0.436
C 1.263 0.273 0.090
C 1.064 -1.063 0.800
O 0.105 -1.715 -0.071
C -0.641 -0.760 -0.827
H -0.016 1.280 -1.293
H -0.720 1.035 0.368
H 1.620 0.994 0.835
H 2.010 0.242 -0.703
H 0.657 -1.029 1.809
H 2.009 -1.607 0.763
H -1.709 -0.876 -0.639
H -0.350 -0.961 -1.865
```

Properties
HOMO energy	-9.4	eV
E_tot	-46139.6202	eV
energy above the lowest of the compared OMol25 structures with the same formula, charge and spin	2.6	kcal/mol
2S+1	1
LUMO level	0.68	eV
charge	0
HOMO-LUMO gap	10.1	eV

Computed, not measured: C12H32KNO5 as an isolated structure in a non-equilibrium geometry, with ωB97M-V/def2-TZVPD.

Geometry as XYZ:
```
51
C12H32KNO5, DFT ωB97M-V/def2-TZVPD
K 16.922 -22.671 20.474
C 15.668 -18.362 19.559
C 15.081 -19.413 18.681
O 15.161 -20.693 19.195
H 16.663 -18.550 19.962
H 15.083 -18.309 20.477
H 15.687 -17.395 19.056
H 15.603 -19.339 17.727
H 14.071 -19.085 18.433
C 20.223 -21.175 21.992
O 18.786 -20.990 21.717
C 18.137 -20.363 22.790
C 17.672 -21.280 23.949
N 16.758 -22.291 23.532
C 16.406 -23.226 24.611
C 15.417 -24.329 24.156
O 14.857 -24.961 25.288
C 14.096 -26.131 25.062
H 20.358 -21.949 22.747
H 20.762 -20.280 22.302
H 20.734 -21.558 21.108
H 17.251 -19.798 22.501
H 18.729 -19.551 23.211
H 17.151 -20.602 24.625
H 18.551 -21.617 24.498
H 15.899 -21.810 23.307
H 15.956 -22.675 25.437
H 17.373 -23.664 24.860
H 15.983 -25.005 23.515
H 14.554 -23.939 23.616
H 13.248 -25.859 24.434
H 13.816 -26.562 26.023
H 14.733 -26.866 24.569
C 13.072 -25.163 19.357
C 14.258 -24.287 19.733
O 15.365 -25.104 20.009
H 12.237 -24.617 18.919
H 12.687 -25.705 20.221
H 13.307 -25.811 18.512
H 13.932 -23.620 20.531
H 14.480 -23.560 18.953
H 15.299 -25.887 19.457
C 19.273 -22.691 16.423
C 18.615 -21.791 17.479
O 17.298 -22.265 17.628
H 19.350 -23.654 16.928
H 20.280 -22.352 16.179
H 18.708 -22.857 15.505
H 18.664 -20.727 17.249
H 19.117 -21.927 18.437
H 16.729 -21.518 17.830
```

Properties
HOMO energy	-6.3	eV
E_tot	-41012.9107	eV
energy above the lowest of the compared OMol25 structures with the same formula, charge and spin	30.9	kcal/mol
2S+1	1
LUMO level	-0.05	eV
charge	0
HOMO-LUMO gap	6.2	eV

Which formula does entry 6 have? C4H2Cl2N2O